{
  "formula": "C6H14ClNO2S",
  "method": "ωB97M-V/def2-TZVPD",
  "smiles": "C=C(C)[C@H](C)Cl.C[S@](=N)(=O)O",
  "e_above_lowest_kcal_mol": 0.0,
  "orbital_gap_ev": 10.2,
  "fmax_ev_per_a": 4.186,
  "symbols": ["C", "C", "C", "C", "C", "Cl", "H", "H", "H", "H", "H", "H", "H", "H", "H", "C", "S", "N", "O", "O", "H", "H", "H", "H", "H"],
  "positions_angstrom": [[1.918, 0.461, 0.598], [1.015, -0.067, 1.379], [1.396, -1.061, 2.436], [-0.480, 0.251, 1.171], [-1.070, 0.960, 2.391], [-1.365, -1.318, 0.898], [1.697, 1.240, -0.118], [2.979, 0.324, 0.518], [1.152, -0.715, 3.475], [2.377, -1.423, 2.183], [0.707, -1.829, 2.229], [-0.759, 0.847, 0.192], [-1.127, 0.129, 3.097], [-0.274, 1.623, 2.729], [-2.016, 1.463, 2.232], [-1.920, 0.308, -2.477], [-0.128, 0.152, -2.433], [0.549, -1.153, -1.934], [0.306, 1.471, -2.072], [0.106, -0.112, -4.028], [-2.182, 1.116, -1.852], [-2.190, 0.270, -3.472], [-2.053, -0.706, -2.046], [0.695, -1.267, -0.894], [0.668, -0.964, -4.205]],
  "atomic_forces_ev_per_a": [[0.659, 1.900, -1.629], [-0.820, 0.031, 0.267], [-1.114, 0.916, 0.021], [-0.458, 1.373, -1.622], [1.134, -1.146, -0.141], [-0.204, -0.001, 0.006], [-0.758, -0.145, -0.269], [0.446, -0.751, 0.969], [0.854, -0.237, -0.854], [0.521, 0.022, 0.744], [-0.650, -1.624, 0.273], [1.279, -1.066, 1.981], [-0.484, 0.496, 0.541], [-0.341, 0.390, 0.162], [-0.063, -0.092, -0.014], [2.094, -3.087, 1.899], [1.883, -1.670, -1.411], [-0.848, 1.065, 1.130], [0.457, 0.231, 0.134], [0.877, -1.321, -0.214], [-0.588, 0.737, 0.392], [-0.834, 0.474, -1.922], [-1.207, 0.669, 0.066], [-0.418, 0.586, -1.601], [-1.416, 2.252, 1.092]]
}